# 1
Below is C25H59AsN5OsSi6 as an isolated structure, with properties calculated with wB97M-V/def2-TZVPD.

Cartesian coordinates (Å):
1 Si -0.95 2.63 2.07
2 H 4.23 -4.19 1.21
3 C 0.66 -2.32 0.48
4 Si -0.55 -3.14 1.77
5 H 1.40 2.60 2.86
6 C 3.00 0.96 -0.64
7 H -2.33 -4.14 0.28
8 H -0.13 6.03 -1.22
9 C 0.20 -4.75 -1.37
10 H -2.72 1.74 3.47
11 H 1.30 4.29 -3.00
12 H -1.82 4.59 3.20
13 As -0.22 2.29 -0.25
14 C -2.74 -0.82 -0.20
15 Si 2.41 -2.58 1.23
16 H -6.90 -1.90 -1.15
17 H -0.50 -0.95 -2.47
18 N -4.55 -2.69 -1.73
19 C 0.54 5.80 -0.40
20 H 4.74 1.97 -1.30
21 H -2.32 4.86 -1.32
22 H -0.68 -4.98 -0.77
23 H -1.84 4.84 1.45
24 H -6.37 -0.58 -0.17
25 C 3.22 -4.18 0.79
26 H 2.25 2.88 -2.53
27 C -3.26 1.64 -1.80
28 C -2.48 1.64 2.41
29 H 2.26 -3.15 -3.17
30 C 2.02 3.91 -2.27
31 C 4.35 1.09 -0.80
32 H -2.95 4.50 -2.93
33 H 3.15 -2.81 -1.69
34 H -0.36 -2.33 4.12
35 H 0.32 -5.44 1.45
36 H -0.32 5.00 2.36
37 C -1.25 4.43 2.28
38 H 5.25 -1.80 0.70
39 H 0.17 1.41 -3.27
40 H -0.49 2.71 -4.27
41 H 0.00 5.93 0.54
42 C -4.88 -1.68 -0.95
43 C -0.72 -1.91 3.17
44 H -3.55 1.68 -0.74
45 Si 0.63 -2.95 -1.38
46 H -3.33 2.02 1.84
47 C 2.63 4.02 0.80
48 H 3.50 4.63 0.51
49 N 2.43 -0.12 -0.04
50 H -1.37 1.19 -4.12
51 C 0.51 1.98 3.02
52 H 0.29 1.97 4.09
53 H -2.96 -2.74 1.20
54 C 4.62 -1.00 0.31
55 H 1.14 -4.69 2.82
56 H 2.28 -1.51 -2.53
57 H -3.16 0.60 -2.10
58 H 2.06 -2.95 3.68
59 C 5.19 0.10 -0.30
60 H 2.94 4.50 -2.40
61 H 2.99 3.01 1.01
62 C -2.27 -3.58 1.22
63 H 3.65 -2.30 3.27
64 H 2.33 1.70 -1.01
65 N -6.14 -1.35 -0.77
66 Os 0.35 -0.33 0.13
67 H -1.78 -1.65 3.32
68 N -3.97 -0.91 -0.32
69 H 2.24 4.45 1.73
70 C -0.76 1.91 -3.57
71 H -2.35 0.58 2.19
72 H 0.01 -5.07 -2.40
73 C 3.25 -1.12 0.42
74 H -4.08 2.08 -2.38
75 H -2.63 -4.26 2.00
76 N -1.62 -0.51 0.05
77 H 3.30 -4.38 -0.28
78 Si 1.36 4.16 -0.54
79 H 1.35 6.53 -0.42
80 H 2.68 -5.01 1.25
81 Si -1.71 2.59 -2.13
82 H -0.37 -2.36 -3.49
83 H -0.52 -5.22 2.99
84 H -5.25 -3.22 -2.23
85 H -1.25 4.94 -2.74
86 H 2.24 -1.23 3.31
87 C 0.19 -4.76 2.29
88 C 2.24 -2.57 -2.24
89 H -1.66 -2.26 -2.29
90 C -2.07 4.39 -2.28
91 H -0.17 -0.97 3.01
92 H -3.59 -2.98 -1.83
93 H 6.27 0.19 -0.40
94 H 1.03 -5.36 -0.98
95 C 2.58 -2.23 3.04
96 C -0.60 -2.04 -2.47
97 H 0.75 0.95 2.73

The energy above the lowest of the compared OMol25 structures with the same formula, charge and spin comes out at 22.35 kcal per mole. The expectation value of S² is 6.023. The calculation puts the HOMO-LUMO gap (alpha / beta) at 8.5 / 5.5 eV. The multiplicity is 5. The value obtained for the electronic energy is -5324.43121 Ha. The value obtained for the max |F| is 0.7 eV/Å. Its LUMO energy (alpha / beta) is -7.890 / -10.947 eV. Its total charge is +3.

# 2
Below is C55H45MgOP3Si as an isolated structure at a distorted geometry, with properties calculated with wB97M-V/def2-TZVPD.

Cartesian coordinates (Å):
1 H -3.61 1.45 2.55
2 C 5.21 -1.35 2.36
3 C 0.93 4.86 -0.91
4 C -1.18 -3.23 -3.93
5 H 4.97 4.27 0.39
6 H 2.74 1.40 4.17
7 H 2.63 -3.24 -4.81
8 C 1.86 2.00 3.99
9 H -3.54 -4.08 -1.25
10 C 3.57 -0.74 -2.73
11 H 0.15 4.59 5.32
12 H -1.04 -5.23 2.67
13 H 3.48 4.38 -3.62
14 C -0.50 -3.64 -1.27
15 H -6.08 4.90 1.99
16 C -4.29 -3.39 -0.89
17 H 0.58 -4.27 4.04
18 C -1.42 -2.66 -1.60
19 H 2.19 3.24 5.71
20 C 3.22 -2.43 -4.41
21 C 5.68 -1.60 1.08
22 C 1.06 1.70 2.89
23 C 3.29 2.51 -2.60
24 C -3.75 2.47 2.19
25 C -5.62 -3.76 -0.90
26 H -0.23 -3.82 -0.24
27 C 0.49 4.09 0.16
28 C -0.46 3.59 -2.40
29 H -2.41 -4.17 1.03
30 C 3.74 -0.50 0.16
31 C 3.67 3.84 -2.70
32 H -2.03 4.92 0.62
33 C 0.06 -4.43 -2.27
34 H 5.31 -1.39 -1.01
35 C 3.53 1.80 -1.42
36 H 5.78 -1.67 3.22
37 C -2.67 3.11 1.58
38 C -0.28 -4.23 -3.59
39 P -2.20 -1.52 -0.40
40 H 0.86 4.29 1.16
41 C 4.50 3.78 -0.45
42 H 1.92 -2.11 -2.73
43 C -6.23 -1.61 -0.01
44 C 2.82 -1.80 -3.25
45 H -2.46 -1.67 -3.20
46 H -1.70 -1.59 3.31
47 H -1.45 -3.08 -4.97
48 H -5.79 2.59 2.81
49 C -0.90 2.82 -1.34
50 C 0.81 -2.39 3.13
51 C -1.65 -3.60 1.55
52 H -0.84 3.41 -3.40
53 H 5.30 0.50 -3.00
54 O -0.13 -1.81 1.01
55 C -6.59 -2.86 -0.48
56 H -7.64 -3.14 -0.51
57 H -4.19 6.06 0.90
58 H 1.63 5.65 -0.74
59 C 4.13 2.45 -0.35
60 H 0.75 -5.21 -1.99
61 C -0.84 -4.19 2.47
62 C 4.72 -0.32 -3.40
63 H 4.55 5.51 -1.71
64 H 4.32 1.91 0.57
65 C -4.07 5.05 1.26
66 H -3.21 -1.49 2.38
67 H 1.52 -2.12 3.90
68 H 0.16 -4.86 -4.36
69 C -3.92 -2.13 -0.42
70 H 0.77 5.23 -3.01
71 C 0.45 4.62 -2.18
72 C -1.74 -2.45 -2.94
73 Si 1.41 0.20 1.76
74 C -4.96 3.10 2.34
75 C 0.65 -1.46 2.12
76 C -4.90 -1.25 0.03
77 C 0.40 3.78 4.65
78 H 3.63 -0.53 3.53
79 Mg 0.15 -0.11 -0.25
80 H 6.62 -2.12 0.94
81 C 4.95 -1.18 -0.01
82 H -1.94 -0.25 2.16
83 C 3.24 -0.26 1.45
84 C -2.85 4.41 1.11
85 H -4.61 -0.28 0.41
86 H 4.67 -2.50 -5.98
87 C -2.13 -1.31 2.35
88 H -5.91 -4.74 -1.24
89 H 6.00 -0.64 -5.08
90 C -1.52 -2.16 1.24
91 H -1.32 4.08 3.42
92 H 2.81 2.01 -3.43
93 H -6.99 -0.91 0.31
94 C -0.42 3.50 3.57
95 C 5.11 -0.96 -4.56
96 C 1.54 3.02 4.86
97 H -1.64 2.04 -1.49
98 C -0.09 2.47 2.69
99 P 2.84 0.12 -1.30
100 C 0.20 -3.63 3.25
101 C 4.01 -0.70 2.53
102 C 4.27 4.47 -1.63
103 C -5.12 4.40 1.88
104 P -1.19 2.06 1.28
105 C -0.43 3.07 -0.05
106 C 4.36 -2.01 -5.07

The energy above the lowest of the compared OMol25 structures with the same formula, charge and spin comes out at 85.29 kcal per mole. The calculation puts the HOMO-LUMO gap at 5.0 eV. The value obtained for the electronic energy is -3711.67960 Ha. The value obtained for the max |F| is 1.9 eV/Å. Its LUMO energy is -0.075 eV. Its total charge is 0.

# 3
Below is C21H35Cl2N2NdO4 as an isolated structure at a distorted geometry, with properties calculated with wB97M-V/def2-TZVPD.

Cartesian coordinates (Å):
1 C -3.41 1.32 -4.24
2 H 0.43 4.52 -0.75
3 C 0.46 -2.60 -0.86
4 C -0.15 -3.98 -1.11
5 O 1.74 0.34 -3.97
6 H 1.16 -2.28 -1.64
7 H -2.13 -1.95 -2.21
8 H -3.66 2.29 -4.69
9 C -4.38 1.96 -2.03
10 H 2.49 2.05 0.58
11 H 3.08 4.12 1.61
12 H -2.46 0.94 -4.65
13 H -4.72 2.89 -2.49
14 H -3.67 -2.13 2.68
15 N -3.26 1.43 -2.79
16 H 6.22 3.59 -2.79
17 H -0.56 -1.68 5.39
18 O -1.62 -1.18 1.88
19 H -3.71 -3.21 4.12
20 C -1.67 -3.78 -1.11
21 C -3.49 -2.20 3.75
22 H 1.30 4.39 2.16
23 H -2.69 -1.91 -0.52
24 C 3.92 0.62 -1.90
25 C 0.40 2.66 0.36
26 C -2.21 0.92 -2.16
27 H 0.16 -4.36 -2.09
28 H 7.22 1.54 -1.83
29 H 2.32 3.06 2.84
30 H 1.45 2.31 -3.45
31 C 6.14 1.60 -2.02
32 H -1.39 0.55 -2.79
33 H -0.25 -1.18 3.41
34 C -1.89 -2.27 -1.19
35 H -2.12 -4.15 -0.18
36 H -1.21 3.93 -0.36
37 H -5.21 1.25 -2.02
38 C 3.44 1.60 -2.80
39 C 2.11 3.67 1.93
40 Cl 1.96 -0.73 1.59
41 C -1.63 -1.95 5.39
42 H -4.02 2.13 -1.01
43 Cl -1.29 1.97 2.47
44 N -2.07 -1.90 4.01
45 H -2.15 -4.28 -1.95
46 H 5.66 -0.24 -0.94
47 H -0.30 3.19 -1.61
48 C 2.15 1.41 -3.53
49 H -2.19 -1.22 6.01
50 Nd -0.27 0.45 0.61
51 O -0.63 -1.62 -0.83
52 C 5.28 0.59 -1.55
53 H 0.17 -4.69 -0.35
54 H -4.22 0.61 -4.52
55 O -2.12 0.86 -0.91
56 H 3.23 -0.15 -1.51
57 C -1.27 -1.41 3.07
58 C 4.22 2.76 -2.92
59 C 5.58 2.74 -2.61
60 C -0.19 3.62 -0.60
61 H -1.75 -2.96 5.79
62 H 0.97 -2.53 0.10
63 H 3.73 3.67 -3.27
64 C 1.62 2.67 0.89
65 H -4.14 -1.48 4.29

The energy above the lowest of the compared OMol25 structures with the same formula, charge and spin comes out at 72.33 kcal per mole. The expectation value of S² is 3.759. The calculation puts the HOMO-LUMO gap (alpha / beta) at 5.4 / 5.4 eV. The multiplicity is 4. The value obtained for the electronic energy is -2713.45556 Ha. The value obtained for the max |F| is 4.0 eV/Å. Its LUMO energy (alpha / beta) is 0.207 / 0.207 eV. Its total charge is 0.